(w)
14
Properties=species:S:1:pos:R:3:lowdin_charge:R:1 method="wB97M-V/def2-TZVPD" s_squared=2.006 e_homo_ev="-9.446 / -14.251" multiplicity=3 orbital_gap_ev="6.1 / 6.7" total_charge=+1
C 1.267 -0.486 0.051 -0.710
C -0.331 1.367 0.412 -0.358
N 0.143 -0.936 0.375 0.085
N 2.288 -1.228 -0.149 0.156
N -1.809 -0.144 -0.687 0.067
N -0.950 -0.051 0.346 -0.257
S 1.387 1.301 -0.209 1.012
H -0.981 2.074 -0.220 0.124
H -0.431 1.782 1.429 0.103
H 2.279 -2.298 -0.135 0.195
H 3.079 -0.697 -0.184 0.052
H -2.830 -0.362 -0.654 0.156
H -1.551 -0.229 -1.651 0.120
H -1.559 -0.092 1.277 0.256

(x)
14
Properties=species:S:1:pos:R:3:lowdin_charge:R:1 method="wB97M-V/def2-TZVPD" s_squared=2.017 e_homo_ev="-10.128 / -13.990" multiplicity=3 orbital_gap_ev="7.0 / 8.0" total_charge=+1
C -1.580 0.359 0.059 -0.567
C 0.377 -1.461 0.447 -0.373
N 0.056 0.885 0.769 0.149
N -2.641 1.120 -0.150 0.105
N 1.811 0.029 -0.869 0.161
N 0.972 -0.081 0.395 -0.285
S -1.380 -1.301 0.049 0.984
H 0.884 -2.061 -0.291 0.084
H 0.449 -1.994 1.439 0.122
H -2.454 2.117 -0.137 0.130
H -3.472 0.756 -0.398 0.068
H 2.405 0.809 -0.854 0.076
H 1.246 0.102 -1.774 0.153
H 1.578 -0.134 1.242 0.193

Stability summary - winner: (w); margin: 0.318 eV.

(w)
10
Properties=species:S:1:pos:R:3:lowdin_charge:R:1 method="wB97M-V/def2-TZVPD" smiles="C=NN1CN1" e_homo_ev=-9.402 orbital_gap_ev=10.2 total_charge=0
C -1.676 0.104 0.096 -0.030
C 1.056 -0.531 -0.282 -0.262
N -0.782 0.988 -0.121 -0.044
N 1.720 0.701 0.287 0.103
N 0.364 0.606 -0.636 -0.153
H -2.611 0.422 0.516 0.059
H -1.613 -0.902 -0.233 0.055
H 1.632 -1.095 -1.181 0.151
H 0.481 -1.183 0.329 0.071
H 1.429 0.890 1.225 0.050

(x)
10
Properties=species:S:1:pos:R:3:lowdin_charge:R:1 method="wB97M-V/def2-TZVPD" e_homo_ev=-9.277 orbital_gap_ev=10.0 total_charge=0
C -1.695 -0.485 -0.006 -0.047
C 0.992 -0.290 0.030 -0.280
H -1.358 -1.355 0.535 0.061
H -2.708 -0.510 -0.270 0.037
H 0.484 1.773 -0.281 0.182
H 0.413 -1.141 -0.173 0.066
H 2.543 0.692 0.251 0.039
N -1.129 0.700 -0.160 -0.056
N 0.177 0.842 0.215 -0.080
N 2.281 -0.226 -0.141 0.077

(y)
10
Properties=species:S:1:pos:R:3:lowdin_charge:R:1 method="wB97M-V/def2-TZVPD" e_homo_ev=-10.317 orbital_gap_ev=9.9 total_charge=0
C -1.538 -0.383 0.231 -0.219
C -1.122 0.941 0.633 -0.268
N -1.618 -1.470 -0.131 0.164
N 1.759 -0.696 -1.252 0.031
N -0.454 1.228 1.658 0.125
H -1.391 1.610 -0.245 0.127
H 1.923 -0.993 -0.317 -0.008
H 1.784 0.304 -1.286 -0.002
H 0.800 -0.921 -1.432 -0.024
H -0.144 0.379 2.141 0.073

(z)
10
Properties=species:S:1:pos:R:3:lowdin_charge:R:1 method="wB97M-V/def2-TZVPD" e_homo_ev=-9.514 orbital_gap_ev=10.4 total_charge=0
C -1.018 -0.330 0.955 -0.324
C 0.641 0.193 -0.770 -0.417
H 0.107 0.794 2.248 0.047
H -1.823 -1.006 0.800 0.092
H -0.902 -0.851 -1.292 0.228
H 1.166 0.800 0.020 0.132
H 2.031 0.516 -1.806 0.100
N -0.781 0.273 2.070 0.078
N -0.441 -0.491 -0.292 -0.005
N 1.019 0.102 -1.934 0.069

Stability summary - winner: (y); margin: 0.490 eV.

(w)
8
Properties=species:S:1:pos:R:3:lowdin_charge:R:1 method="wB97M-V/def2-TZVPD" e_homo_ev=-10.783 orbital_gap_ev=11.2 total_charge=0
O -2.033 0.503 -0.248 0.076
C -0.878 0.653 0.044 -0.285
C 0.089 -0.516 0.034 -0.168
C 1.434 0.153 -0.833 -0.078
N 1.865 -0.243 0.210 0.097
H -0.458 1.626 0.361 0.128
H -0.232 -1.309 -0.640 0.112
H 0.159 -0.920 1.049 0.118

(x)
8
Properties=species:S:1:pos:R:3:lowdin_charge:R:1 method="wB97M-V/def2-TZVPD" e_homo_ev=-9.973 orbital_gap_ev=9.9 total_charge=0
C -3.075 0.254 -0.222 -0.193
C -0.581 0.282 0.157 -0.243
C 0.592 0.286 0.214 0.076
N -1.897 0.253 0.142 0.141
O -4.202 -0.192 -0.241 0.117
H 4.111 0.714 -0.876 0.047
H 1.765 -0.045 0.056 0.056
H 3.638 0.508 -0.296 -0.001

(y)
8
Properties=species:S:1:pos:R:3:lowdin_charge:R:1 method="wB97M-V/def2-TZVPD" e_homo_ev="-9.851 / -9.846" orbital_gap_ev="7.7 / 7.7" total_charge=0
O 0.053 -2.030 1.266 0.068
C 0.774 0.886 -0.849 0.233
C -0.437 0.868 -0.127 -0.301
N -1.003 -0.124 0.471 0.076
C -0.214 -1.279 0.369 -0.386
H 1.624 1.287 -0.275 0.045
H -0.958 1.841 -0.178 0.132
H 0.161 -1.450 -0.676 0.133

(z)
8
Properties=species:S:1:pos:R:3:lowdin_charge:R:1 method="wB97M-V/def2-TZVPD" e_homo_ev=-7.927 orbital_gap_ev=9.1 total_charge=0
C -0.324 -1.543 -0.156 0.000
C 2.059 -0.029 0.101 -0.003
C -0.857 0.786 0.191 -0.075
N -0.733 -0.422 -0.129 -0.190
O 2.477 1.002 0.295 0.052
H -0.736 -2.423 -0.782 0.078
H -1.701 1.123 0.785 0.072
H -0.186 1.506 -0.305 0.067

Stability summary - winner: (w); margin: 0.159 eV.

(w)
8
Properties=species:S:1:pos:R:3:lowdin_charge:R:1 method="wB97M-V/def2-TZVPD" smiles=N#C[C@H]1CO1 e_homo_ev=-10.796 orbital_gap_ev=10.8 total_charge=0
N 2.451 -0.239 1.066 0.161
C 1.517 -0.062 0.402 -0.184
C 0.404 0.178 -0.493 -0.114
C -0.904 -0.401 -0.162 -0.191
O -0.861 0.954 0.234 -0.086
H -0.036 1.233 -0.820 0.169
H -1.583 -0.664 -0.969 0.116
H -0.988 -1.000 0.741 0.129

(x)
8
Properties=species:S:1:pos:R:3:lowdin_charge:R:1 method="wB97M-V/def2-TZVPD" smiles=c1cnoc1 e_homo_ev=-10.057 orbital_gap_ev=11.1 total_charge=0
O 0.617 1.294 0.301 -0.063
C -0.648 0.854 0.243 -0.122
C -0.669 -0.493 0.032 -0.043
C 0.716 -0.773 -0.138 -0.160
N 1.472 0.279 0.023 0.049
H -1.202 1.742 0.013 0.126
H -1.476 -1.214 -0.025 0.102
H 1.190 -1.690 -0.449 0.110

Stability summary - winner: (x); margin: 2.434 eV.

(w)
9
Properties=species:S:1:pos:R:3:lowdin_charge:R:1 method="wB97M-V/def2-TZVPD" e_homo_ev=-10.089 orbital_gap_ev=10.4 total_charge=0
C 1.552 0.117 0.005 -0.194
C -0.369 -0.031 0.292 -0.635
N 2.708 0.087 -0.089 0.017
N -0.960 0.995 -0.471 -0.014
S -0.819 -1.725 -0.076 0.812
H -0.419 0.109 1.307 0.042
H -0.413 1.840 -0.378 0.088
H -0.971 0.877 -1.484 0.093
H -0.309 -2.271 0.893 -0.207

(x)
9
Properties=species:S:1:pos:R:3:lowdin_charge:R:1 method="wB97M-V/def2-TZVPD" e_homo_ev="-8.452 / -8.414" orbital_gap_ev="8.1 / 8.0" total_charge=0
C 0.641 -1.938 0.858 -0.261
C -1.871 1.239 0.891 -0.087
N 0.477 -1.108 -0.013 -0.135
N -2.205 0.389 0.001 -0.539
S -1.688 -0.909 -0.715 0.811
H 1.573 -2.234 1.389 0.074
H -0.209 -2.649 0.967 0.046
H -0.944 1.337 1.334 0.046
H -2.638 1.881 1.169 0.044

Stability summary - winner: (w); margin: 1.510 eV.

(w)
9
Properties=species:S:1:pos:R:3:lowdin_charge:R:1 method="wB97M-V/def2-TZVPD" e_homo_ev=-9.112 orbital_gap_ev=8.4 total_charge=0
C 1.445 0.044 0.633 -0.326
C 0.318 0.462 -0.087 -0.395
N 2.331 -0.339 1.220 0.194
N 0.090 -0.112 -1.338 0.044
S -1.261 -0.634 1.290 0.423
H 0.093 1.535 0.099 0.126
H 0.271 -1.101 -1.340 0.096
H -0.807 0.134 -1.658 0.074
H -2.480 0.011 1.181 -0.235

(x)
9
Properties=species:S:1:pos:R:3:lowdin_charge:R:1 method="wB97M-V/def2-TZVPD" e_homo_ev=-9.053 orbital_gap_ev=9.3 total_charge=0
C 0.590 0.783 0.132 -0.362
C -1.422 -0.776 -0.128 -0.851
H 2.472 0.863 -0.618 0.106
H -0.084 1.330 1.076 0.152
H 0.732 -1.459 -0.184 0.221
H -1.537 -1.808 -0.170 0.024
N 1.745 1.340 0.129 0.026
N 0.006 -0.509 -0.333 -0.090
S -2.503 0.235 0.095 0.773

Stability summary - winner: (w); margin: 1.068 eV.

(w)
9
Properties=species:S:1:pos:R:3:lowdin_charge:R:1 method="wB97M-V/def2-TZVPD" e_homo_ev=-7.706 orbital_gap_ev=5.7 total_charge=0
C 1.638 -0.132 0.978 -0.284
C -1.690 0.282 -0.360 -0.130
N 1.496 0.557 -0.026 -0.020
N -1.351 -0.027 -1.512 -0.626
S -0.074 -0.325 -2.320 0.760
H 2.127 0.262 1.885 0.064
H 1.290 -1.241 1.066 0.087
H -0.734 0.455 0.356 0.088
H -2.704 0.167 -0.067 0.061

(x)
9
Properties=species:S:1:pos:R:3:lowdin_charge:R:1 method="wB97M-V/def2-TZVPD" smiles="C=NNC=S" e_homo_ev=-8.617 orbital_gap_ev=8.8 total_charge=0
C 1.389 -0.149 -1.147 -0.038
C -0.978 -0.115 0.520 -0.710
H 1.437 0.253 -0.210 -0.099
H 2.377 -0.301 -1.663 0.084
H -1.604 -0.382 -1.493 0.160
H -1.884 -0.475 0.903 0.038
N 0.232 -0.530 -1.654 -0.025
N -0.802 -0.380 -0.814 -0.150
S 0.075 0.553 1.468 0.738

(y)
9
Properties=species:S:1:pos:R:3:lowdin_charge:R:1 method="wB97M-V/def2-TZVPD" smiles=N#C[C@@H](N)S e_homo_ev=-9.827 orbital_gap_ev=10.3 total_charge=0
C -1.336 -0.410 0.075 -0.298
C 0.044 -0.179 0.289 -0.684
N -2.470 -0.578 0.146 0.169
N 0.966 -0.904 -0.515 -0.024
S 0.365 1.701 -0.129 0.628
H 0.208 -0.412 1.339 0.119
H 1.041 -0.617 -1.499 0.081
H 1.959 -0.924 -0.243 0.093
H -0.776 2.323 0.538 -0.083

Stability summary - winner: (y); margin: 1.431 eV.

(w)
15
Properties=species:S:1:pos:R:3:lowdin_charge:R:1 method="wB97M-V/def2-TZVPD" e_homo_ev=-7.248 orbital_gap_ev=7.9 total_charge=0
C 0.755 0.599 -0.746 -0.276
C -1.307 -0.612 1.013 -0.155
N 1.654 -0.396 -0.611 -0.146
N -0.945 -0.522 -0.388 -0.085
N 0.895 1.749 -0.003 0.106
O 1.230 -1.615 -1.053 -0.282
H -0.233 -1.314 -0.709 0.067
H 2.132 -0.431 0.292 0.134
H -1.739 -0.420 -1.006 0.095
H 0.368 0.736 -1.748 0.140
H 1.094 1.636 0.983 0.096
H 0.261 2.501 -0.211 0.095
H -0.391 -0.613 1.609 0.071
H -1.926 0.235 1.322 0.070
H -1.846 -1.533 1.255 0.072

(x)
15
Properties=species:S:1:pos:R:3:lowdin_charge:R:1 method="wB97M-V/def2-TZVPD" smiles="NC=O.NCN" e_homo_ev=-9.502 orbital_gap_ev=10.5 total_charge=0
N -3.808 -2.001 1.638 -0.004
C -2.687 -1.061 1.415 -0.383
N -2.028 -1.070 0.081 -0.010
H -4.633 -1.866 1.077 0.053
H -3.938 -1.850 2.630 0.054
H -2.828 0.009 1.627 0.096
H -1.942 -1.161 2.196 0.092
H -1.831 -2.034 -0.158 0.054
H -2.687 -0.663 -0.568 0.049
C 4.126 2.505 -1.520 -0.416
N 4.650 1.274 -1.740 0.113
O 4.242 3.383 -2.358 -0.014
H 3.456 2.743 -0.694 0.121
H 4.649 0.514 -1.085 0.091
H 5.259 1.279 -2.543 0.104

Stability summary - winner: (x); margin: 2.676 eV.